[1]
{"formula": "C10H57F7N5O20", "method": "ωB97M-V/def2-TZVPD", "species": ["C", "C", "C", "N", "C", "O", "C", "C", "N", "C", "N", "N", "N", "C", "F", "F", "C", "F", "F", "C", "F", "F", "F", "H", "H", "H", "H", "H", "H", "H", "H", "H", "H", "H", "H", "H", "H", "H", "H", "H", "H", "H", "O", "H", "H", "O", "H", "H", "O", "H", "H", "O", "H", "H", "O", "H", "H", "O", "H", "H", "O", "H", "H", "O", "H", "H", "O", "H", "H", "O", "H", "H", "O", "H", "H", "O", "H", "H", "O", "H", "H", "O", "H", "H", "O", "H", "H", "O", "H", "H", "O", "H", "H", "O", "H", "H", "O", "H", "H"], "positions_angstrom": [[5.281, -3.545, 1.348], [3.769, -3.790, 1.531], [3.085, -2.866, 2.552], [2.447, -1.674, 1.932], [3.195, -0.396, 2.061], [4.313, -0.401, 1.248], [4.034, -0.102, -0.123], [1.321, -1.759, 1.284], [0.761, -0.724, 0.564], [-0.237, 0.196, 1.219], [0.070, 1.544, 0.816], [0.724, -3.059, 1.226], [0.527, -3.519, -0.091], [-0.353, -3.349, 2.128], [-0.222, -4.583, 2.650], [-0.230, -2.447, 3.144], [-1.823, -3.259, 1.574], [-2.600, -2.825, 2.592], [-1.870, -2.337, 0.583], [-2.459, -4.591, 1.043], [-3.150, -5.196, 2.003], [-1.540, -5.440, 0.581], [-3.294, -4.291, 0.045], [5.490, -2.970, 0.440], [5.711, -2.985, 2.185], [5.815, -4.493, 1.266], [3.595, -4.825, 1.840], [3.280, -3.652, 0.560], [2.328, -3.383, 3.143], [3.830, -2.470, 3.247], [3.524, -0.324, 3.100], [2.521, 0.437, 1.835], [4.979, 0.114, -0.623], [3.564, -0.958, -0.625], [3.376, 0.773, -0.199], [1.469, -0.119, 0.158], [-0.204, 0.098, 2.311], [-1.244, -0.019, 0.886], [0.425, 2.114, 1.569], [-0.736, 1.991, 0.393], [0.290, -2.754, -0.717], [1.354, -4.027, -0.389], [-1.631, -5.440, -2.641], [-1.623, -5.391, -1.681], [-2.560, -5.383, -2.884], [-4.702, -3.984, 4.425], [-4.080, -4.060, 3.698], [-5.561, -4.158, 4.029], [-2.296, 3.613, 0.353], [-2.527, 4.423, -0.123], [-3.034, 3.473, 0.956], [-1.557, 6.182, -0.800], [-0.794, 5.609, -0.656], [-1.177, 7.026, -1.071], [-2.959, 0.465, -0.753], [-3.046, -0.465, -0.989], [-3.677, 0.892, -1.237], [1.352, -6.256, -0.519], [1.249, -7.184, -0.788], [0.474, -5.882, -0.636], [-0.924, 5.768, 2.328], [-0.979, 4.815, 2.200], [-1.694, 6.102, 1.854], [0.992, -8.737, -1.917], [1.634, -8.686, -2.632], [0.180, -9.041, -2.333], [-0.368, 8.768, 1.256], [-0.536, 7.833, 1.390], [0.256, 9.017, 1.954], [-5.509, -0.934, -1.281], [-6.174, -1.629, -1.173], [-5.106, -0.826, -0.412], [-5.304, 1.157, 1.254], [-4.437, 1.099, 0.834], [-5.932, 0.897, 0.571], [-1.545, 6.191, -3.965], [-1.829, 6.398, -3.065], [-2.365, 6.125, -4.468], [1.541, 9.806, 3.204], [1.352, 10.620, 3.681], [1.964, 9.230, 3.848], [3.870, 0.803, -2.925], [4.613, 0.763, -3.536], [3.113, 0.640, -3.506], [2.601, 1.628, -5.261], [2.874, 2.521, -5.027], [1.827, 1.738, -5.821], [2.768, 3.864, -3.095], [2.815, 4.388, -2.286], [3.249, 3.060, -2.861], [-2.332, 3.400, -3.200], [-1.568, 2.838, -3.044], [-1.960, 4.230, -3.538], [4.237, 4.555, -0.483], [4.974, 3.957, -0.644], [4.603, 5.432, -0.641], [-7.807, -2.068, -2.500], [-8.685, -1.677, -2.474], [-7.378, -1.661, -3.260]], "lumo_ha": -0.130, "energy_ha": -2892.608223, "charge": 1, "multiplicity": 1}



[2]
{"formula": "C25H44GaO2P2", "method": "ωB97M-V/def2-TZVPD", "species": ["Ga", "C", "C", "C", "C", "C", "C", "H", "H", "H", "C", "H", "H", "H", "C", "H", "H", "H", "C", "H", "H", "H", "C", "H", "H", "H", "C", "C", "C", "C", "C", "C", "C", "C", "H", "H", "H", "H", "H", "H", "H", "H", "H", "H", "H", "H", "P", "C", "C", "P", "C", "C", "C", "H", "H", "H", "H", "H", "H", "H", "H", "H", "H", "H", "H", "H", "H", "C", "O", "C", "O", "H", "H", "H"], "positions_angstrom": [[3.254, 1.781, -2.390], [-2.164, -1.088, 3.783], [-1.771, -2.164, 2.938], [0.092, -1.436, 4.080], [-1.005, -0.641, 4.486], [-0.377, -2.374, 3.124], [-3.548, -0.618, 3.997], [-4.051, -0.394, 3.043], [-3.562, 0.296, 4.605], [-4.153, -1.375, 4.526], [-0.962, 0.371, 5.558], [-1.929, 0.870, 5.661], [-0.199, 1.139, 5.361], [-0.719, -0.082, 6.532], [1.450, -1.371, 4.665], [1.468, -1.813, 5.677], [1.783, -0.327, 4.759], [2.173, -1.913, 4.044], [0.402, -3.486, 2.550], [0.335, -4.396, 3.167], [1.465, -3.231, 2.462], [0.035, -3.742, 1.549], [-2.657, -3.033, 2.135], [-2.648, -4.064, 2.535], [-2.333, -3.079, 1.081], [-3.692, -2.668, 2.174], [-1.636, 1.834, 0.980], [-2.844, 1.341, 1.286], [-3.557, 0.282, 0.527], [-3.325, 0.252, -1.003], [-2.289, -0.748, -1.435], [-0.952, -0.676, -1.208], [-0.180, 0.400, -0.523], [-0.918, 1.734, -0.342], [-4.638, 0.394, 0.705], [-3.213, 1.294, -1.337], [-3.321, -0.714, 0.950], [-1.531, 1.914, -1.237], [-1.050, 2.343, 1.759], [-3.315, 1.627, 2.243], [-0.154, 2.537, -0.322], [0.143, 0.003, 0.456], [-0.321, -1.552, -1.426], [0.749, 0.600, -1.079], [-4.274, -0.075, -1.465], [-2.684, -1.681, -1.875], [0.754, 1.806, -3.623], [0.035, 3.428, -4.076], [-0.529, 0.766, -4.451], [3.084, 0.391, -4.073], [1.949, 1.463, -5.047], [2.257, -1.238, -3.907], [4.580, 0.006, -4.985], [0.706, 4.237, -3.774], [-0.918, 3.569, -3.549], [-0.142, 3.483, -5.156], [-0.520, 1.062, -5.508], [-1.533, 0.911, -4.045], [-0.294, -0.299, -4.389], [4.366, 0.130, -6.055], [4.875, -1.023, -4.745], [5.391, 0.674, -4.671], [2.438, 2.394, -5.372], [1.491, 0.919, -5.893], [3.037, -2.000, -3.766], [1.711, -1.466, -4.840], [1.582, -1.321, -3.040], [4.319, 1.670, 1.682], [4.150, 2.118, 0.313], [3.593, 1.255, -0.537], [3.215, 0.103, -0.289], [3.666, 0.813, 1.862], [3.992, 2.491, 2.337], [5.368, 1.389, 1.844]], "lumo_ha": [-0.169, -0.132], "energy_ha": -3736.568676, "charge": 1, "multiplicity": 1}